Record 1
Molecular formula: C31H74CrNO15S8
Method: DFT, the ωB97M-V functional and the def2-TZVPD basis

DFT total energy in Eh: -6638.219230
⟨S²⟩: 6.02

```
! RIJCOSX wB97M-V def2-TZVPD def2/J DEFGRID3
* xyz 1 5
H -0.10 -0.43 3.82
C 0.68 -3.04 -6.46
H 1.46 5.17 -5.51
H 3.92 -3.96 0.56
O 2.35 3.67 3.09
H 4.94 2.26 2.91
H -5.08 5.49 2.42
O -1.46 4.66 2.18
C 2.43 -2.59 5.94
H -1.92 1.90 -1.52
H 2.60 1.26 1.72
C -7.05 0.61 4.80
H -4.26 1.54 2.19
H -0.71 -2.47 -4.18
H -0.18 2.13 -1.63
H 0.14 -6.33 -0.98
C 3.65 5.42 4.56
H -2.23 -0.87 0.69
H 0.74 -1.61 -3.47
H -2.03 -3.73 0.01
C -1.00 1.96 -0.94
H 2.08 -0.45 0.00
O 4.56 -4.71 -1.26
H -0.30 1.47 -5.66
H 1.88 -1.79 1.25
O 6.58 -4.87 -2.19
O 2.92 2.50 -6.71
H -3.72 3.28 1.04
C -4.85 -2.61 -3.92
H -4.64 -3.65 -3.69
O -3.47 -6.91 -0.94
H 2.86 -3.63 -0.94
C -4.04 5.54 2.72
C -3.60 4.20 0.47
H -1.81 -4.09 -1.65
H 3.27 3.26 -1.93
H 0.20 -3.13 -2.71
C -2.30 0.16 0.34
H 2.28 6.94 -0.32
C 2.51 3.18 -1.15
O -0.67 1.89 2.16
H 2.78 -0.21 2.64
H -3.76 6.49 3.19
C 5.74 -4.23 -1.59
H -1.03 -0.93 2.47
H -1.12 -0.86 -1.49
H -8.06 0.50 4.40
C -0.81 -6.75 -1.33
O 0.84 -5.11 -4.31
H 1.91 2.30 -1.37
H -0.35 -2.24 0.28
H 3.35 4.79 5.39
H 2.63 -4.57 2.76
H 2.62 4.02 -4.80
C 0.00 -0.84 2.81
H -2.98 0.03 -0.50
C 0.82 -0.11 1.75
H 4.14 -1.83 -1.43
C 2.78 6.01 -0.58
O -4.18 -2.28 -5.12
H -4.57 4.65 0.27
C 0.34 -1.60 -0.27
H 1.11 -3.71 -7.20
C -3.20 -1.36 -4.91
C -4.88 0.90 2.82
S -2.66 5.36 1.48
H 0.83 3.98 -4.29
C 0.76 1.51 -5.43
S 1.57 4.72 -0.71
H 3.12 2.92 -0.29
H -0.40 -3.17 -6.46
C 4.70 2.83 3.81
H -3.95 4.69 3.39
H 2.96 -1.81 6.48
H 3.49 5.69 0.19
C 4.56 -2.47 -0.65
N -0.03 0.98 1.17
O -2.51 -0.92 -5.83
S -5.98 1.95 3.89
H -4.25 0.43 3.58
C 3.86 -3.76 -0.51
H 0.90 -2.21 -0.98
H 4.04 2.17 4.39
S -2.29 -6.24 -0.29
H -0.93 -6.59 -2.41
H 4.57 5.96 4.81
C -0.86 0.68 -0.06
H 0.19 -1.90 3.00
H -3.37 -4.16 -0.84
H -5.92 -2.43 -3.94
C -0.25 -0.47 -0.97
O -5.01 2.31 5.03
S 3.72 4.27 3.20
C 1.57 4.18 -5.07
C 2.06 0.56 2.35
H 2.88 6.19 4.60
H 1.24 0.58 -5.73
H 0.95 -2.00 -6.64
O 5.82 -2.92 -1.15
H 1.12 -3.63 3.28
C 1.40 -1.01 0.65
C -2.32 -4.45 -0.75
O -3.00 -1.22 -3.57
H -4.85 -0.84 -2.89
H 4.61 -1.91 0.28
H 5.58 2.98 4.43
H 1.51 -2.06 5.71
O 1.27 4.49 0.74
H 1.87 -5.12 4.10
H 2.28 -3.43 6.62
H 3.37 6.30 -1.44
C 0.23 -2.55 -3.63
O 4.39 -4.09 4.75
H -3.10 4.01 -0.48
S 1.44 2.91 -6.42
C -4.13 -1.66 -2.92
H -4.11 -2.03 -1.90
H 1.74 0.98 3.31
S 3.27 -3.13 4.36
H -5.26 0.13 2.15
H 0.46 -0.03 -1.66
H -0.72 -7.83 -1.15
H -6.99 0.80 5.87
C 2.02 -4.18 3.57
H -2.89 0.71 1.07
H -6.56 -0.37 4.76
H 0.92 1.72 -4.37
H -1.33 2.82 -0.36
Cr 0.42 3.80 2.53
S 1.26 -3.70 -4.75
*
```

---

Record 2
Molecular formula: C7H13N4
Method: DFT, the ωB97M-V functional and the def2-TZVPD basis

DFT total energy in Eh: -493.147500
Energy relative to the best compared isomer or geometry (same formula, charge and spin) in kcal/mol: 126.05

```
! RIJCOSX wB97M-V def2-TZVPD def2/J DEFGRID3
* xyz 1 1
H -0.94 1.42 -1.57
N 3.12 0.49 0.99
H 2.39 -1.38 -1.64
C -1.55 0.99 0.98
H 4.08 0.44 1.31
C -1.46 -1.53 -0.26
C 0.08 1.02 -1.50
H 2.61 1.35 1.17
C -2.64 0.44 0.43
H -0.53 -1.52 1.64
N -0.23 0.39 0.79
H -1.34 -2.45 -0.80
C 2.73 -0.21 -0.01
H 0.28 0.54 1.67
H 0.73 1.64 -2.10
C -2.58 -0.80 -0.31
H -3.43 -1.09 -0.90
C -0.34 -1.11 0.64
H 0.08 -0.01 -1.91
H -3.59 0.93 0.54
N 0.58 1.09 -0.16
N 2.85 -1.11 -0.80
H 0.62 -1.48 0.30
H -1.53 1.94 1.48
*
```

---

Record 3
Molecular formula: H10O5
Method: DFT, the ωB97M-V functional and the def2-TZVPD basis

DFT total energy in Eh: -382.179960
Energy relative to the best compared isomer or geometry (same formula, charge and spin) in kcal/mol: 27.74
SMILES: O.O.O.O.O

```
! RIJCOSX wB97M-V def2-TZVPD def2/J DEFGRID3
* xyz 0 1
O 2.08 -0.02 1.40
H 2.42 -0.37 0.55
O -0.04 1.24 0.28
H 0.81 0.86 0.56
H 0.90 -2.14 -1.11
H 0.25 -1.72 0.21
H -0.18 -0.08 -1.97
H -1.27 0.89 -1.96
H -2.42 0.36 1.95
H 1.49 -0.62 1.88
O -0.38 0.83 -2.32
O -2.33 0.21 0.99
H -0.05 1.37 -0.65
O 0.27 -1.55 -0.71
H -1.55 0.73 0.90
*
```

---

Record 4
Molecular formula: C15H24NO4P
Method: DFT, the ωB97M-V functional and the def2-TZVPD basis

DFT total energy in Eh: -1282.935221
SMILES: C#CCCC[C@]1(CCOC(C)=O)NC(=O)[C@@H](O)[C@H]1P(C)C

```
! RIJCOSX wB97M-V def2-TZVPD def2/J DEFGRID3
* xyz 0 1
H 1.31 0.93 -1.26
O -2.39 -0.40 2.63
H 2.92 2.24 0.25
H -4.17 3.06 -0.19
C 0.05 -0.43 2.33
H -0.28 -2.35 2.18
H -0.27 1.08 -1.97
C 0.73 0.57 1.36
H 4.23 -0.12 2.61
C -0.93 2.15 0.22
C -1.43 -0.33 1.92
P 2.41 -0.12 0.95
C 0.71 -3.47 -2.91
H -3.41 2.38 1.22
C 0.34 -0.93 -1.65
O 2.87 -2.55 -3.21
C 3.20 -0.47 2.59
H -1.22 2.30 1.26
H 0.54 -1.58 -0.80
H -0.65 -1.19 -2.04
H 0.10 -3.48 -2.00
C -0.29 0.73 0.17
N -1.41 -0.14 0.54
H -2.16 3.29 -1.07
H -0.20 2.90 -0.09
O 0.40 -1.75 1.87
H 4.38 1.37 0.74
H 3.63 1.00 -0.80
H 0.05 -3.41 -3.77
H -5.22 -1.01 -0.51
H 3.22 -1.55 2.68
H 2.62 -0.09 3.44
H 0.76 1.56 1.84
O 1.30 -1.07 -2.70
C -4.33 1.02 -0.11
C 3.41 1.26 0.24
C -3.55 2.23 0.15
H -1.71 -0.89 -0.07
C -4.72 -0.11 -0.24
H 0.30 -0.27 3.37
C 0.30 0.53 -1.21
H 1.26 -4.40 -2.94
C -2.22 2.29 -0.63
H -2.21 1.59 -1.46
C 1.72 -2.35 -2.93
*
```

---

Record 5
Molecular formula: C24H52F6N3O26S4
Method: DFT, the ωB97M-V functional and the def2-TZVPD basis

DFT total energy in Eh: -5257.507728
Energy relative to the best compared isomer or geometry (same formula, charge and spin) in kcal/mol: 152.60

```
! RIJCOSX wB97M-V def2-TZVPD def2/J DEFGRID3
* xyz 1 1
H 11.54 12.40 23.30
C 7.65 12.75 14.94
H 2.83 6.37 22.25
C 8.82 11.79 14.72
H 1.98 12.49 22.09
H 8.63 13.43 21.27
H 7.92 9.60 18.20
H 2.34 10.30 18.66
O 7.81 17.01 20.19
H 3.55 12.36 22.37
C 8.87 10.44 14.20
O 2.14 5.16 20.64
F 3.94 8.62 22.19
O 5.90 4.43 26.11
O 5.15 11.29 21.51
H 2.66 10.93 20.33
C 4.35 5.19 21.13
C 7.29 16.33 19.14
O 8.32 9.17 20.20
C -0.52 11.84 21.66
H 5.31 13.41 19.85
H 9.40 12.51 14.15
S 6.09 3.78 27.60
O 9.33 11.65 16.03
O 7.93 13.11 16.25
O 0.65 11.97 20.84
H 8.78 11.03 22.32
H 0.34 10.38 19.63
H 8.37 14.40 18.91
O 4.54 11.06 23.80
O 2.34 7.27 19.24
H 3.51 12.29 26.62
H 8.90 7.63 17.62
O 8.78 12.57 25.75
S 9.45 17.37 20.23
S 2.81 5.92 19.31
H 4.43 4.11 20.96
O 6.44 5.32 28.16
H 6.69 12.88 18.90
H 0.33 11.86 18.73
H 7.53 13.51 14.17
C 6.22 11.50 20.59
F 5.75 8.49 21.35
H 1.46 10.74 23.66
H 2.90 10.25 24.32
H 7.05 16.93 18.27
O 10.67 9.87 19.25
O 8.81 12.58 23.45
O 0.13 11.65 22.87
F 5.61 8.10 23.39
H 8.48 9.67 14.86
H 4.12 5.40 26.29
H 1.53 10.28 25.24
C 5.11 8.90 22.42
H 10.11 12.57 20.59
O 9.72 7.48 19.50
H 5.27 12.06 18.77
O 9.99 17.65 21.56
H 4.50 13.64 26.56
C 8.53 15.47 18.80
H 5.01 6.83 28.15
O 9.12 12.22 18.09
H 2.90 13.69 21.52
H 6.45 15.76 19.52
H 6.39 10.59 20.02
H 9.95 10.36 14.12
H 6.76 12.16 15.12
H 6.35 7.23 27.21
O 10.38 11.48 24.52
N 1.89 10.11 24.32
C 9.30 12.26 24.68
F -0.84 14.24 21.36
H 6.34 10.51 23.08
H 2.63 13.64 23.07
C 5.30 10.44 22.75
H 11.25 10.85 22.63
H -1.03 10.90 21.45
O 9.53 15.80 19.76
C 3.01 5.40 21.79
O 9.76 18.32 19.15
C 5.18 5.66 26.18
H 5.11 5.58 21.80
H 8.70 15.54 17.73
O 2.74 5.11 18.11
S 10.00 8.96 20.21
C 8.81 12.31 16.91
H 3.34 13.55 25.52
N 2.81 13.03 22.28
H 10.14 13.89 21.85
C 5.76 6.37 27.50
C 7.76 8.79 18.92
O 7.19 2.86 27.56
H 2.86 11.92 18.75
C 9.62 13.02 21.45
H 2.89 4.67 22.59
H 8.48 10.43 13.18
H 6.77 8.36 19.08
N 3.98 12.96 26.03
F -2.51 13.23 22.39
C 5.88 12.53 19.54
C 9.45 11.88 22.46
O 4.33 5.84 19.89
H 1.75 9.14 24.08
C 2.33 11.17 19.32
C 8.55 7.53 18.65
H 5.35 6.25 25.28
F -2.10 12.92 20.30
C -1.48 13.06 21.50
H 4.53 12.62 25.26
O 10.52 8.80 21.56
H 7.95 6.65 18.85
O 4.90 3.32 28.25
C 0.80 11.37 19.58
C 10.77 11.64 23.22
H 7.17 11.82 21.03
*
```

---

Record 6
Molecular formula: C22H30BNO6
Method: DFT, the ωB97M-V functional and the def2-TZVPD basis

DFT total energy in Eh: -1387.286237
SMILES: C=CN1C(=O)c2c(CC(=O)O)c(CCOCC)c(B(C)O)c(CCCCC)c2C1=O

```
! RIJCOSX wB97M-V def2-TZVPD def2/J DEFGRID3
* xyz 0 1
O 1.04 -4.66 0.11
H -4.19 1.57 0.17
H 1.83 -0.10 -2.90
C 2.15 -2.95 -2.62
C 4.41 1.61 -0.68
H 1.96 1.21 -0.27
C 0.22 -0.31 -1.45
H -2.39 0.93 2.70
C -2.52 1.40 1.69
H 0.29 -2.94 -3.27
H 5.10 -0.33 0.24
O 3.09 -3.08 -3.35
H -1.55 1.40 1.15
H 0.65 1.24 -3.03
C -1.41 -2.05 0.18
C -1.18 0.06 -1.13
H -4.54 0.62 1.64
H 1.89 -3.05 3.62
C 0.24 -3.85 0.46
H 4.01 2.62 -0.38
H 5.40 1.79 -1.17
O 0.95 -3.60 -2.97
C -1.96 -3.19 1.07
O 3.53 1.08 -1.68
C -0.04 -3.23 2.63
N -0.75 -3.90 1.52
C -1.07 2.80 -1.19
H -3.96 -1.37 0.68
H -1.80 4.83 2.40
C -2.01 -0.81 -0.29
H 2.71 -2.71 -0.54
H -3.05 3.37 0.96
H 3.75 0.50 1.18
H 2.03 2.50 -1.60
H -2.47 1.29 -3.52
C 2.16 1.41 -1.36
C -3.48 -0.53 0.11
C 2.24 -2.05 -1.31
H -0.54 -2.40 3.18
C -2.84 2.94 1.98
H 2.95 -1.23 -1.57
H -1.51 3.54 3.64
H -1.79 3.65 -1.13
H -3.78 3.07 2.56
H -0.18 3.10 -1.82
C 0.80 -1.59 -0.97
C 1.17 0.59 -2.30
O -3.06 -3.52 1.37
C -1.61 3.73 2.54
C -3.73 0.83 0.89
H -0.64 2.67 -0.16
H -4.07 -0.46 -0.85
H 5.41 1.17 1.19
C -0.03 -2.45 -0.17
H -0.65 3.50 2.00
O -2.82 1.53 -2.64
H 1.53 -4.66 2.66
C 1.19 -3.66 3.01
C 4.65 0.66 0.53
B -1.75 1.43 -1.72
*
```

---

Record 7
Molecular formula: C6H7N3
Method: DFT, the ωB97M-V functional and the def2-TZVPD basis

DFT total energy in Eh: -396.895674
Energy relative to the best compared isomer or geometry (same formula, charge and spin) in kcal/mol: 123.37
SMILES: [H]/N=c1\nccncc1C

```
! RIJCOSX wB97M-V def2-TZVPD def2/J DEFGRID3
* xyz 0 1
H 2.38 2.37 -0.12
N -1.81 0.82 0.07
H -0.78 2.46 0.57
H -1.91 -2.60 -0.01
C 0.51 0.86 0.01
C -0.66 1.36 0.23
H 2.14 1.38 1.65
C -2.05 -0.40 0.18
N 0.03 -1.76 -0.36
H 1.01 2.53 1.28
C -1.24 -1.63 0.02
H -3.19 -0.70 0.06
C 0.97 -0.64 -0.57
C 1.59 1.70 0.70
N 2.25 -0.69 -0.53
H 2.45 -1.68 -1.05
*
```

---

Record 8
Molecular formula: C23H24N6O3S
Method: DFT, the ωB97M-V functional and the def2-TZVPD basis

DFT total energy in Eh: -1843.418137
Energy relative to the best compared isomer or geometry (same formula, charge and spin) in kcal/mol: 3.49
SMILES: Cc1ccc(Cn2c(SCC(=O)Nc3cccc(C)n3)nc3c2c(=O)n(C)c(=O)n3C)cc1

```
! RIJCOSX wB97M-V def2-TZVPD def2/J DEFGRID3
* xyz 0 1
C -2.66 0.09 4.25
C -2.26 2.76 -0.98
H 3.29 -2.98 2.16
C 1.78 -2.03 -4.55
H -0.34 -2.71 -1.19
H -1.76 -1.76 -1.73
H 1.03 2.89 1.51
N -2.56 1.96 1.28
S -2.21 1.05 -1.59
H -3.08 1.23 0.82
H -1.76 -0.68 -3.92
C -0.75 0.55 -0.79
C -1.40 2.05 4.77
H 2.78 -2.41 -4.72
O 3.66 0.41 2.63
C 1.85 2.34 1.96
H -3.26 3.13 -1.20
C 3.77 -2.12 1.69
H 1.73 2.28 3.04
H 4.43 -1.62 2.39
N -2.83 0.51 3.00
H -1.81 0.48 6.18
H -4.00 -1.08 5.42
C -0.18 -0.93 -5.34
C -0.07 -1.68 -3.06
H -2.52 -1.91 4.96
H -0.84 2.66 5.47
C -3.28 -1.22 4.61
H 2.80 2.83 1.74
H -1.18 3.43 3.12
H 4.33 -2.47 0.82
C 2.81 0.10 1.82
C -0.67 -1.79 -1.68
H -1.53 3.35 -1.53
H -3.79 -1.64 3.75
C -0.76 -1.06 -4.09
N 2.75 -1.17 1.26
H 2.79 -1.15 -6.87
N -0.23 -0.69 -0.85
C 0.87 -0.67 -0.02
N -0.09 1.37 0.01
C 1.10 -1.41 -5.58
H -0.74 -0.45 -6.13
O 1.87 -2.82 -0.05
O -1.33 3.86 0.92
C 1.71 -1.29 -6.94
H 1.53 -2.20 -7.51
N 1.86 1.00 1.40
C 0.92 0.62 0.50
C -1.58 2.49 3.47
C -1.96 2.91 0.51
C -2.31 1.67 2.62
C -1.94 0.84 5.17
C 1.82 -1.67 0.35
H 1.29 -0.46 -7.49
H 1.75 -2.65 -2.50
C 1.21 -2.16 -3.30
*
```

---

Record 9
Molecular formula: C2HO3S
Method: DFT, the ωB97M-V functional and the def2-TZVPD basis

DFT total energy in Eh: -700.785104
Energy relative to the best compared isomer or geometry (same formula, charge and spin) in kcal/mol: 9.45
SMILES: O=COC([O-])=S

```
! RIJCOSX wB97M-V def2-TZVPD def2/J DEFGRID3
* xyz -1 1
H 0.69 -0.43 0.59
O -2.69 1.52 -0.43
O 0.06 1.52 0.55
C -2.79 0.39 -0.11
S -3.99 -0.67 0.29
O -1.25 -0.20 -0.07
C -0.20 0.37 0.44
*
```

---

Q: The highest DFT total energy belongs to which entry?
A: H10O5